[1]
ORCA calculation (ωB97M-V/def2-TZVPD) on a 3-piece molecular cluster, C30H55N4OS2Si overall at a distorted geometry.

Structure (XYZ):
```
93
Properties=species:S:1:pos:R:3:forces:R:3
C 0.625 3.735 -1.474 1.272 0.166 0.646
C 0.232 3.768 0.121 0.078 -0.595 0.248
C -1.314 3.306 0.445 -0.416 -0.174 0.211
C -1.427 1.653 0.694 0.100 2.096 -0.466
N -2.051 0.956 -0.415 3.017 0.600 6.544
N -2.146 -0.360 -0.105 1.057 -1.642 0.976
S -2.926 -1.160 -1.504 0.437 -0.557 -0.213
C -1.748 -1.127 1.081 1.612 3.091 0.918
Si -2.021 -3.021 1.389 -0.342 -2.229 1.905
C -2.788 -4.104 0.067 -0.916 -1.243 -1.814
C -0.387 -3.944 1.977 0.342 -0.378 -0.842
C -3.205 -3.107 2.957 -0.632 0.143 0.938
C -0.997 -0.436 2.340 -1.118 3.625 -3.297
C -0.422 -1.049 3.729 0.322 1.336 0.176
C 1.243 -1.205 3.667 3.907 1.595 4.249
O 1.943 -0.889 4.787 -4.777 -2.173 -7.017
C 2.093 -1.663 2.346 1.978 -2.042 -2.987
C 2.217 -0.859 0.923 1.640 -3.979 0.524
C 3.105 -1.551 -0.313 0.165 -2.149 2.554
C 3.874 -3.017 -0.167 -2.354 1.410 3.827
C 3.758 -3.818 1.259 -2.354 3.966 -0.124
C 2.885 -3.132 2.466 0.313 1.285 -2.502
C -0.837 1.158 2.079 -1.921 -4.232 -0.930
S -0.066 2.354 3.305 -0.697 -0.721 -1.184
H 0.022 2.955 -2.107 0.940 1.713 1.272
H 0.584 4.835 -1.879 -0.216 -2.365 0.462
H 1.771 3.407 -1.527 -2.515 0.758 -0.009
H 0.407 4.853 0.578 -0.318 -2.485 -1.022
H 0.949 2.990 0.670 -1.439 1.843 -0.973
H -2.049 3.664 -0.413 1.589 -1.129 1.700
H -1.699 3.847 1.430 0.896 -1.348 -1.952
H -1.975 -1.164 -2.568 -0.491 0.373 1.780
H -3.837 -3.721 -0.308 2.109 -0.784 0.709
H -2.085 -4.224 -0.870 -1.438 0.231 1.751
H -2.961 -5.200 0.502 0.462 2.417 -0.724
H 0.438 -3.611 1.217 -1.070 -0.712 1.822
H -0.529 -5.117 1.814 0.089 2.579 0.396
H -0.136 -3.750 3.102 -0.188 -0.349 -2.346
H -4.221 -3.638 2.691 1.956 1.146 0.506
H -3.438 -2.038 3.373 0.236 -2.015 -0.645
H -2.712 -3.734 3.837 -0.960 1.300 -1.901
H -0.955 -1.991 4.161 1.091 1.611 -1.267
H -0.583 -0.198 4.555 0.368 -1.946 -1.906
H 1.672 0.165 0.769 1.291 -2.177 0.270
H 3.247 -1.022 -1.373 -0.510 -1.069 2.802
H 4.505 -3.526 -1.020 -1.516 1.438 1.760
H 4.236 -4.881 1.473 -1.069 2.615 -0.653
H 2.781 -3.738 3.490 0.259 1.593 -2.503
H -0.291 1.961 4.639 -0.195 -0.523 -1.628
C -7.871 1.827 -6.788 0.071 -0.068 -0.055
C -7.350 1.605 -5.370 -0.104 -0.226 -0.156
N -6.806 0.263 -5.138 0.024 -0.225 0.302
C -6.565 -0.025 -3.721 -0.346 -0.003 -0.175
C -5.504 0.802 -3.003 0.221 0.052 0.311
C -5.747 -0.174 -6.051 -0.342 0.013 -0.247
C -4.485 0.679 -6.128 0.378 -0.022 -0.130
H -8.625 1.079 -7.055 0.166 0.060 0.059
H -8.339 2.815 -6.859 0.087 -0.134 0.051
H -7.067 1.795 -7.529 -0.100 -0.017 0.043
H -8.200 1.762 -4.693 0.258 -0.202 0.092
H -6.616 2.384 -5.138 0.066 0.196 0.025
H -6.322 -1.089 -3.603 0.000 0.082 -0.230
H -7.513 0.104 -3.184 0.007 0.076 -0.199
H -4.494 0.491 -3.278 -0.102 0.183 -0.037
H -5.595 0.654 -1.918 0.000 0.036 -0.164
H -5.606 1.874 -3.193 0.002 -0.102 -0.028
H -6.170 -0.245 -7.060 -0.066 0.108 0.181
H -5.460 -1.205 -5.810 -0.192 0.144 0.193
H -4.699 1.749 -6.168 -0.018 -0.069 0.028
H -3.927 0.424 -7.035 -0.064 0.046 0.082
H -3.818 0.487 -5.286 -0.024 0.155 0.006
C 6.232 0.117 0.222 -0.084 -0.056 0.133
C 7.085 0.801 1.288 -0.237 0.170 -0.033
N 6.332 1.700 2.168 -0.016 0.293 -0.009
C 7.192 2.549 2.998 0.021 0.129 -0.234
C 8.074 1.862 4.036 0.215 0.087 0.365
C 5.182 1.114 2.861 -0.038 -0.050 -0.319
C 5.438 -0.087 3.765 -0.202 -0.197 0.319
H 5.692 0.851 -0.385 0.026 -0.036 0.128
H 6.873 -0.465 -0.448 -0.035 0.074 0.100
H 5.508 -0.577 0.661 0.057 0.101 -0.045
H 7.846 1.386 0.754 -0.095 0.089 0.324
H 7.622 0.034 1.856 0.116 -0.157 0.001
H 6.578 3.305 3.503 -0.101 -0.212 -0.115
H 7.846 3.124 2.330 -0.112 -0.163 -0.104
H 7.496 1.533 4.903 0.088 -0.064 -0.099
H 8.825 2.572 4.409 -0.144 -0.140 -0.096
H 8.614 1.004 3.627 -0.073 0.065 0.023
H 4.440 0.821 2.108 0.156 -0.020 -0.089
H 4.673 1.892 3.445 0.291 0.079 -0.097
H 6.111 -0.820 3.314 0.002 0.071 -0.020
H 4.491 -0.598 3.970 0.086 0.042 -0.021
H 5.846 0.216 4.731 0.080 -0.100 -0.102
```
Positions in Å, forces in eV/Å.

Properties
2S+1   1
HOMO level   -9.564 eV
LUMO energy   -5.05 eV
Kohn-Sham gap   4.52 eV
Charge   +1
Energy above the lowest of the compared OMol25 structures with the same formula, charge and spin   396.5 kcal per mole

[2]
ORCA calculation (ωB97M-V/def2-TZVPD) on a 7-piece molecular cluster, C30H56BNO12P overall at a distorted geometry.

Structure (XYZ):
```
101
Properties=species:S:1:pos:R:3:forces:R:3
C -1.988 -5.536 0.207 -0.438 0.080 0.126
O -0.582 -5.895 0.429 0.606 3.014 0.576
B 0.220 -4.727 0.620 0.931 -1.708 -2.229
O 1.304 -4.527 -0.325 -2.579 0.690 1.858
C 0.032 -3.637 1.826 -0.472 2.360 2.977
C 0.616 -4.020 3.209 -0.842 1.687 -0.353
O 1.252 -5.242 3.482 -1.942 2.825 -0.411
C 0.700 -5.917 4.652 -0.745 -1.878 1.254
C -0.896 -5.882 4.769 -0.416 -1.225 1.370
C -1.268 -6.747 6.104 0.228 1.711 0.387
O -1.569 -6.476 3.632 1.160 0.232 1.001
N 0.515 -3.078 4.314 -1.052 1.037 -2.618
C -0.139 -1.797 4.229 -0.788 -0.681 -3.215
C -0.803 -1.315 2.913 0.890 -3.398 1.037
P -1.696 0.374 2.899 -0.098 0.453 0.356
C -3.255 0.293 1.808 -0.877 -0.367 -0.646
C -2.406 0.617 4.670 -0.957 -0.162 0.414
C -0.684 -2.263 1.687 1.259 -1.473 2.912
C -1.290 -1.870 0.273 -0.129 0.896 -2.925
O -0.654 -1.293 -0.633 -1.579 -2.103 3.627
O -2.629 -2.253 0.029 2.529 0.504 0.730
H -2.335 -4.672 0.877 0.521 -1.294 -0.757
H -2.608 -6.461 0.449 0.819 1.361 -0.565
H -2.081 -5.181 -0.876 -0.133 -0.760 1.436
H 1.413 -3.561 -0.478 0.413 -0.813 0.286
H 1.181 -5.584 5.650 -0.643 -0.106 -1.636
H 0.992 -7.042 4.548 -0.386 2.042 -0.151
H -1.339 -4.843 4.960 0.721 -1.401 -0.753
H -0.433 -7.454 6.421 -1.274 0.655 -0.605
H -1.378 -5.964 6.948 0.153 -1.428 -1.114
H -2.288 -7.238 5.978 1.564 0.498 0.071
H -1.413 -7.442 3.718 -0.133 0.767 -0.308
H 0.931 -3.313 5.237 -0.344 -0.005 -1.076
H -0.175 -1.145 5.170 0.218 -1.329 -1.582
H -3.702 -0.760 1.719 0.722 1.544 0.014
H -4.109 0.960 2.211 1.682 -0.910 -0.269
H -2.997 0.724 0.768 -0.323 -0.901 1.639
H -3.557 0.572 4.627 1.757 -0.057 -0.038
H -2.086 -0.210 5.390 -0.357 1.279 -0.874
H -2.157 1.666 5.080 -0.048 -1.832 -0.741
H -2.829 -2.001 -0.907 0.317 -0.056 0.690
C -1.377 -1.547 -3.963 -0.255 -0.254 0.148
C -2.113 -0.282 -4.319 -0.623 0.233 -0.148
O -3.330 -0.228 -4.282 0.518 -0.138 0.148
C -1.286 0.909 -4.718 -0.482 -0.031 -0.076
H -2.099 -2.323 -3.694 0.047 0.062 -0.083
H -0.795 -1.893 -4.820 0.137 0.055 0.131
H -0.723 -1.364 -3.109 0.171 -0.005 -0.193
H -0.701 0.673 -5.610 0.187 -0.009 0.158
H -0.627 1.197 -3.897 0.136 -0.023 -0.186
H -1.946 1.747 -4.946 0.137 -0.157 0.095
C 3.561 -10.763 3.991 -0.389 -0.201 0.056
C 2.821 -9.499 3.647 -0.712 -0.114 0.031
O 1.602 -9.445 3.693 0.585 0.172 0.090
C 3.642 -8.303 3.244 -0.339 0.275 -0.025
H 2.844 -11.540 4.262 0.086 0.123 -0.046
H 4.136 -11.103 3.127 0.164 0.075 0.131
H 4.224 -10.586 4.841 0.153 -0.009 -0.167
H 4.221 -8.533 2.347 0.147 0.015 0.154
H 4.307 -8.017 4.061 0.169 -0.100 -0.143
H 2.974 -7.467 3.025 0.089 -0.097 -0.029
C 1.414 3.772 -1.197 0.278 0.085 -0.124
C 1.739 2.305 -1.119 0.654 -0.028 -0.331
O 2.798 1.868 -1.527 -0.500 0.104 0.254
C 0.700 1.397 -0.514 0.285 -0.315 -0.014
H 2.252 4.304 -1.653 -0.096 -0.092 0.065
H 0.525 3.924 -1.813 -0.087 0.009 0.155
H 1.252 4.171 -0.192 -0.165 0.049 -0.062
H -0.220 1.443 -1.100 -0.067 0.102 0.155
H 0.506 1.690 0.520 -0.199 0.098 -0.065
H 1.069 0.370 -0.524 -0.020 0.203 -0.036
C 4.618 5.032 1.680 -0.301 -0.222 0.074
C 3.879 6.293 1.318 -0.714 0.063 0.013
O 2.663 6.346 1.353 0.527 -0.085 -0.029
C 4.702 7.486 0.911 -0.307 0.242 -0.064
H 3.899 4.256 1.952 0.074 0.116 -0.048
H 5.201 4.684 0.824 0.156 0.061 0.127
H 5.273 5.217 2.534 0.152 -0.014 -0.161
H 5.289 7.247 0.022 0.163 0.002 0.153
H 5.361 7.780 1.731 0.150 -0.085 -0.141
H 4.038 8.322 0.679 0.070 -0.132 0.041
C -1.770 5.890 -4.349 -0.345 -0.374 0.258
C -0.694 4.880 -4.640 -0.028 -0.464 0.139
O -0.796 3.721 -4.275 0.121 0.638 -0.024
C 0.515 5.357 -5.398 0.194 -0.438 -0.019
H -2.580 5.407 -3.796 0.136 -0.008 -0.053
H -1.365 6.700 -3.739 -0.011 0.136 -0.265
H -2.170 6.284 -5.284 0.189 0.194 0.105
H 1.021 6.143 -4.835 -0.124 0.152 -0.189
H 0.215 5.729 -6.380 0.031 0.260 0.145
H 1.208 4.523 -5.536 -0.108 0.073 0.053
C -2.460 9.264 -7.933 0.224 -0.321 -0.129
C -1.954 9.175 -6.518 0.465 -0.418 0.134
O -1.130 8.339 -6.193 -0.352 0.390 -0.163
C -2.504 10.159 -5.521 0.224 -0.146 0.319
H -1.978 8.495 -8.539 -0.052 0.102 0.099
H -3.540 9.099 -7.952 0.002 0.223 -0.043
H -2.220 10.243 -8.352 -0.220 0.019 0.029
H -3.586 10.034 -5.433 0.005 0.193 -0.117
H -2.266 11.178 -5.833 -0.219 -0.006 -0.039
H -2.051 9.977 -4.544 -0.044 0.013 -0.140
```
Positions in Å, forces in eV/Å.

Properties
2S+1   1
HOMO level   -10.790 eV
LUMO energy   -4.62 eV
Kohn-Sham gap   6.17 eV
Charge   +1

[3]
ORCA calculation (ωB97M-V/def2-TZVPD) on C30H56CdN14S2 as an isolated structure.

Structure (XYZ):
```
103
Properties=species:S:1:pos:R:3:forces:R:3
Cd 0.203 -0.299 0.251 -0.113 0.437 -0.091
C 0.515 2.123 5.832 0.021 -0.007 0.066
N -0.274 2.034 4.627 0.050 0.030 -0.109
C -1.641 2.512 4.795 -0.076 0.019 0.018
C -2.469 1.603 3.891 -0.041 0.099 0.001
N -1.637 0.416 3.842 0.008 -0.010 0.018
C -2.056 -0.648 2.958 0.066 -0.006 -0.012
C -0.311 0.804 3.923 -0.085 0.035 0.005
N 0.647 0.138 3.423 0.234 -0.178 0.156
C 2.018 0.578 3.611 0.038 -0.024 -0.077
C 2.940 0.180 2.454 0.006 -0.052 0.136
N 2.925 1.194 1.424 0.123 -0.093 0.076
C 3.664 1.160 0.394 -0.083 -0.079 -0.034
N 4.626 0.248 -0.074 0.044 0.063 0.059
C 4.568 -1.166 0.293 -0.197 -0.069 0.048
C 4.765 0.445 -1.512 0.020 0.032 -0.080
C 4.335 1.896 -1.733 0.035 0.026 -0.012
N 3.661 2.221 -0.504 -0.006 -0.050 -0.152
C 2.656 3.242 -0.465 -0.061 0.126 0.011
H 0.605 3.172 6.128 -0.001 -0.014 -0.001
H 1.515 1.729 5.682 -0.034 0.008 0.027
H 0.046 1.575 6.668 0.007 0.004 0.001
H -1.728 3.566 4.519 0.005 -0.021 0.007
H -1.951 2.400 5.846 0.009 -0.010 -0.039
H -2.607 2.023 2.888 0.007 -0.024 0.026
H -3.447 1.371 4.319 -0.006 0.009 -0.017
H -3.020 -1.027 3.304 -0.030 -0.013 -0.001
H -1.322 -1.451 2.995 0.022 0.035 -0.036
H -2.176 -0.291 1.932 -0.006 0.019 -0.082
H 2.418 0.103 4.522 -0.005 0.040 -0.011
H 2.095 1.667 3.731 0.008 -0.023 -0.078
H 2.621 -0.797 2.071 -0.036 0.012 -0.002
H 3.955 0.074 2.869 -0.007 -0.020 0.007
H 3.542 -1.560 0.153 0.113 -0.003 -0.016
H 4.904 -1.317 1.319 -0.026 0.027 0.022
H 5.266 -1.696 -0.360 -0.014 -0.015 0.006
H 4.107 -0.247 -2.054 -0.015 0.023 0.019
H 5.796 0.258 -1.828 -0.045 -0.005 0.011
H 3.659 1.991 -2.593 0.045 -0.009 -0.003
H 5.193 2.561 -1.915 -0.025 -0.016 0.022
H 1.921 3.113 -1.269 -0.011 0.001 0.008
H 3.103 4.238 -0.567 0.008 0.006 0.005
H 2.120 3.164 0.480 -0.006 -0.006 -0.043
C -0.807 4.356 -0.434 -0.099 -0.013 -0.046
C -1.532 3.071 -0.069 0.233 0.086 -0.091
S -0.517 1.987 0.907 -0.098 -0.047 0.282
C -2.818 2.899 -0.437 -0.041 -0.172 0.007
C -3.490 3.985 -1.261 -0.012 0.059 0.001
S -3.810 1.497 -0.109 -0.001 -0.082 0.016
H 0.079 4.478 0.186 0.021 -0.003 0.021
H -1.438 5.240 -0.299 -0.023 0.018 -0.011
H -0.478 4.364 -1.484 0.009 0.019 0.000
H -2.899 4.252 -2.145 0.031 0.009 -0.028
H -3.633 4.906 -0.683 0.006 0.009 0.013
H -4.466 3.636 -1.588 0.007 0.011 0.000
C 1.065 0.108 -2.826 0.081 0.024 0.068
N -0.315 0.333 -2.393 0.066 0.017 -0.047
C -1.166 -0.693 -2.986 -0.024 -0.070 0.055
N -1.101 -0.665 -4.460 -0.021 0.010 0.008
C 0.298 -0.853 -4.848 0.034 -0.085 -0.053
N 1.190 0.167 -4.293 0.021 -0.009 -0.012
C 0.703 1.475 -4.732 0.072 0.033 -0.040
N -0.678 1.734 -4.336 -0.050 0.066 -0.027
C -0.762 1.638 -2.866 -0.073 -0.015 0.074
C -1.514 0.672 -4.894 -0.045 -0.016 -0.061
H 1.403 -0.854 -2.424 -0.020 -0.015 -0.006
H 1.692 0.891 -2.388 -0.014 0.005 -0.010
H -2.196 -0.517 -2.667 0.012 -0.019 0.018
H -0.833 -1.669 -2.629 -0.005 0.027 -0.011
H 0.365 -0.825 -5.942 0.005 0.000 0.023
H 0.631 -1.833 -4.496 -0.010 0.019 -0.005
H 0.774 1.530 -5.825 0.002 0.004 0.006
H 1.343 2.249 -4.298 -0.008 -0.005 -0.007
H -1.795 1.791 -2.547 0.017 0.025 0.013
H -0.138 2.411 -2.415 0.002 -0.002 -0.015
H -1.463 0.717 -5.988 -0.006 0.008 0.022
H -2.546 0.839 -4.576 0.007 -0.003 -0.016
N -4.245 -5.893 1.012 -0.013 -0.017 -0.034
C -4.180 -4.542 0.649 -0.209 0.052 -0.058
C -2.973 -3.843 0.696 0.028 0.314 -0.137
N -2.900 -2.560 0.376 -0.098 -0.239 0.065
C -4.035 -1.948 0.016 0.105 -0.066 0.119
C -5.226 -2.651 -0.017 -0.002 -0.151 0.027
N -5.313 -3.951 0.291 0.090 0.057 -0.008
H -3.402 -6.409 0.806 -0.024 0.026 0.020
H -5.067 -6.336 0.629 0.023 0.007 0.011
H -2.052 -4.340 0.981 0.031 0.020 0.015
H -3.978 -0.890 -0.223 0.054 -0.038 -0.028
H -6.142 -2.149 -0.309 -0.017 -0.044 0.010
C 2.409 -4.045 -0.065 -0.036 0.026 -0.013
C 1.123 -3.184 0.009 0.016 -0.023 0.098
C 0.495 -3.445 1.398 0.000 0.044 0.011
C 0.154 -3.758 -1.056 -0.024 0.068 -0.004
N 1.468 -1.815 -0.223 -0.007 -0.073 -0.096
H 2.202 -5.119 0.029 -0.022 -0.028 -0.005
H 3.095 -3.759 0.735 0.025 0.036 0.042
H 2.905 -3.864 -1.021 0.017 0.010 -0.034
H 0.275 -4.508 1.583 0.014 -0.057 0.009
H -0.431 -2.871 1.491 -0.006 -0.020 -0.053
H 1.173 -3.085 2.176 0.026 0.003 -0.006
H -0.100 -4.816 -0.890 -0.011 -0.077 0.008
H 0.617 -3.665 -2.043 0.015 0.003 -0.012
H -0.768 -3.173 -1.058 0.010 -0.030 0.054
```
Positions in Å, forces in eV/Å.

Properties
2S+1   1
HOMO level   -0.335 eV
LUMO energy   4.60 eV
Kohn-Sham gap   4.94 eV
Charge   -2
Energy above the lowest of the compared OMol25 structures with the same formula, charge and spin   0.0 kcal per mole

Q: What is the HOMO level in the second record?
A: -10.790 eV

Q: What is the 2S+1 in the first record?
A: 1

Q: The highest Kohn-Sham gap belongs to which entry?
A: C30H56BNO12P